1.
Below is a 2-piece molecular cluster, C7H12O overall, with properties calculated with ωB97M-V/def2-TZVPD.

Values from the calculation:
Kohn-Sham gap   10.8 eV
HOMO level   -0.361 hartree
Energy relative to the best compared isomer or geometry (same formula, charge and spin)   44.7 kcal per mole
LUMO   0.0340 Ha
Energy   -9498.8821 eV

Geometry as XYZ:
```
20
Properties=species:S:1:pos:R:3:forces:R:3
C -1.953479 -0.717255 0.159481 0.036 0.003 -0.059
C -1.150001 -0.496879 -0.696694 0.035 -0.100 0.001
C -0.180218 -0.198513 -1.736668 0.187 0.173 -0.269
C 0.444390 1.175681 -1.478014 0.168 -0.096 0.064
C -0.843409 -0.246668 -3.114719 0.101 -0.062 0.016
H -2.632629 -0.916097 0.935212 -0.338 -0.092 0.415
H 0.607480 -0.962575 -1.696659 -0.079 0.098 -0.016
H 1.220573 1.385804 -2.215356 -0.011 0.026 0.002
H 0.888635 1.214136 -0.481028 0.001 0.047 -0.076
H -0.319007 1.950138 -1.539820 -0.018 0.038 -0.002
H -1.620722 0.512879 -3.189629 -0.034 0.018 0.021
H -0.104522 -0.062211 -3.892359 0.046 0.017 -0.078
H -1.295261 -1.219927 -3.286682 -0.059 -0.061 -0.058
C 1.493253 -0.054795 3.556064 -0.200 -0.061 0.294
C 0.313760 -0.403299 2.702160 0.467 0.121 -0.238
O -0.793637 -0.621006 3.101167 -0.334 -0.077 0.222
H 1.882125 0.911535 3.244394 0.089 0.133 -0.068
H 1.220328 -0.022396 4.608084 -0.010 0.001 0.022
H 2.281002 -0.789676 3.400760 0.100 -0.065 -0.054
H 0.541339 -0.438875 1.620308 -0.148 -0.061 -0.141
```
Forces are in eV/Å.

2.
Below is a 2-piece molecular cluster, C7H12O overall in a non-equilibrium geometry, with properties calculated with ωB97M-V/def2-TZVPD.

Values from the calculation:
Kohn-Sham gap   8.7 eV
HOMO level   -0.310 hartree
Energy relative to the best compared isomer or geometry (same formula, charge and spin)   36.6 kcal per mole
LUMO   0.0118 Ha
Energy   -9499.2306 eV

Geometry as XYZ:
```
20
Properties=species:S:1:pos:R:3:forces:R:3
C 1.444661 -2.184232 1.814559 0.122 -0.154 0.512
C 1.145471 -1.342062 0.831102 -0.006 -0.462 -0.640
C -0.206024 -0.947093 0.442219 0.312 -0.805 -0.338
C -0.545657 -0.149820 -0.588349 -0.050 0.990 0.421
C -1.952987 0.380004 -0.644838 -0.013 -0.121 0.760
C 0.426401 0.424845 -1.526450 -0.055 0.225 0.331
C 0.102543 1.185688 -2.571246 -0.027 -0.540 -0.784
H 0.737659 -2.731028 2.424703 -0.454 0.339 -0.036
H 2.460810 -2.376369 2.120285 0.282 -0.039 -0.355
H 1.958568 -1.018784 0.192318 0.110 0.394 0.290
H -0.990463 -1.471295 0.981039 -0.135 0.415 0.241
H -1.931315 1.433117 -0.330700 0.030 -0.059 -0.389
H -2.462805 0.293340 -1.599823 0.013 -0.052 -0.062
H -2.510113 -0.114116 0.154085 -0.292 -0.116 -0.339
H 1.470638 0.241174 -1.306360 0.026 -0.284 -0.385
H -0.902224 1.503298 -2.817393 -0.173 -0.186 0.274
H 0.793067 1.347388 -3.394578 0.325 0.442 0.499
O 0.657966 2.016473 1.940428 0.242 0.127 0.004
H -0.169019 2.380244 2.267375 -0.057 -0.174 -0.056
H 0.472823 1.129229 1.611624 -0.199 0.059 0.050
```
Forces are in eV/Å.

3.
Below is the molecule C7H12O in a non-equilibrium geometry, with properties calculated with ωB97M-V/def2-TZVPD.

Values from the calculation:
Kohn-Sham gap   10.1 eV
HOMO level   -0.336 hartree
Energy relative to the best compared isomer or geometry (same formula, charge and spin)   56.9 kcal per mole
LUMO   0.0339 Ha
Energy   -9498.3518 eV

Geometry as XYZ:
```
20
Properties=species:S:1:pos:R:3:forces:R:3
C 2.581742 -1.562212 1.657965 -0.902 -0.177 3.221
C 1.790213 -1.124034 0.514241 -1.018 -0.399 -0.952
C 0.473165 -1.088266 0.345593 -0.986 1.052 -1.165
C -0.208921 -0.543638 -0.953352 -2.088 -1.729 1.172
C -0.331304 0.967189 -1.084249 -2.578 0.161 1.825
C -1.848653 1.539018 -1.069070 0.707 1.621 -0.311
C -2.480883 1.581520 0.338043 0.877 -0.859 -0.813
O -2.720719 0.577035 0.967396 0.014 0.890 -0.106
H 3.596127 -1.813480 1.342518 0.159 0.797 0.382
H 2.445079 -0.642014 2.475649 1.021 -2.817 -1.625
H 2.232558 -2.592124 2.055029 0.100 1.910 -0.077
H 2.439705 -0.864048 -0.281750 0.155 0.578 -1.206
H -0.243610 -1.332008 1.091163 -0.161 -0.393 0.998
H 0.373937 -1.017291 -1.657659 1.826 -0.105 -2.254
H -1.217598 -1.085208 -1.296335 1.671 1.155 1.665
H -0.016467 1.464416 -0.157334 0.868 -0.302 -0.332
H 0.259213 1.286706 -1.901775 0.213 0.792 -0.880
H -2.619751 0.992932 -1.624006 0.531 -0.091 -0.511
H -1.808668 2.646590 -1.441244 -0.165 -1.988 0.462
H -2.695158 2.608916 0.679178 -0.246 -0.097 0.504
```
Forces are in eV/Å.